Molecular formula: C11H9N
Method: DFT, ωB97M-V with the def2-TZVPD basis set

Results
LUMO level = 0.0219 Ha
highest occupied orbital energy = -0.288 hartree
structure (SMILES) = C=C1Cn2ccc3cccc1c32

Atoms and positions in Å:
C 0.087 -2.891 -0.988
C 0.114 -1.573 -0.846
C 0.618 -0.546 -1.986
N 0.237 0.761 -1.306
C 0.553 2.060 -1.316
C 0.109 2.620 -0.173
C -0.258 1.633 0.756
C -0.500 1.343 2.130
C -0.649 0.005 2.559
C -0.446 -1.112 1.680
C -0.103 -0.844 0.416
C -0.095 0.476 -0.001
H -0.010 -3.513 -1.841
H -0.173 -3.500 -0.089
H 1.613 -0.600 -2.068
H 0.093 -0.760 -2.934
H 0.697 2.635 -2.269
H 0.132 3.759 -0.001
H -0.708 2.241 2.697
H -1.097 -0.119 3.573
H -0.214 -2.074 2.007

Here are the natural (NBO) charges for atoms 1 to 8, given in e:
1 C -0.395
2 C 0.018
3 C -0.205
4 N -0.343
5 C -0.025
6 C -0.289
7 C -0.104
8 C -0.187

Molecular formula: C11H9NO2S2
Method: DFT, ωB97M-V with the def2-TZVPD basis set

Results
LUMO level = 0.0129 Ha
highest occupied orbital energy = -0.323 hartree
structure (SMILES) = O=C1OCC[C@@H]1Sc1nc2ccccc2s1

Atoms and positions in Å:
O -1.343 -1.536 -0.264
C -1.861 -0.650 -0.880
O -1.824 -0.547 -2.205
C -2.518 0.612 -2.653
C -3.449 1.004 -1.501
C -2.662 0.512 -0.299
S -1.481 1.835 0.255
C -0.026 0.885 0.482
N 0.870 0.766 -0.419
C 1.887 -0.042 -0.013
C 3.007 -0.384 -0.768
C 3.946 -1.225 -0.213
C 3.789 -1.731 1.077
C 2.688 -1.406 1.844
C 1.739 -0.560 1.295
S 0.265 0.025 1.995
H -1.781 1.397 -2.855
H -3.040 0.354 -3.574
H -4.398 0.468 -1.570
H -3.642 2.073 -1.473
H -3.253 0.217 0.566
H 3.112 0.012 -1.764
H 4.818 -1.502 -0.786
H 4.541 -2.391 1.483
H 2.563 -1.798 2.841

Here are the natural (NBO) charges for atoms 1 to 8, given in e:
1 O -0.558
2 C 0.784
3 O -0.472
4 C -0.075
5 C -0.442
6 C -0.431
7 S 0.258
8 C -0.111

Question: The lowest LUMO level belongs to which entry?
Answer: C11H9NO2S2

Question: The lowest highest occupied orbital energy belongs to which entry?
Answer: C11H9NO2S2